1.
Here is C4H4ClN as an isolated structure at a distorted geometry from the OMol25 dataset. Energies are from the ωB97M-V functional and the def2-TZVPD basis.

Last column: natural (NBO) charge in e.
CARTESIAN COORDINATES (ANGSTROEM)
C: 0.53400 -0.97067 0.60190  -0.097
C: -0.76475 1.02855 -0.19906  -0.093
C: -0.16684 0.83741 1.00993  -0.095
C: 0.08581 -0.99461 -0.76327  -0.416
N: -0.79735 0.05863 -1.05148  -0.342
Cl: -0.03146 1.84574 2.35308  0.081
H: 1.47751 -0.92548 1.17934  0.214
H: -1.27263 1.89597 -0.53664  0.210
H: 1.00033 -0.78584 -1.38490  0.283
H: -0.06461 -1.98970 -1.20890  0.255

The value obtained for the HOMO energy (spin up / spin down) is -8.382 / -8.953 eV.

---

2.
Here is a 2-piece molecular cluster, C10H15NO overall at a distorted geometry from the OMol25 dataset. Energies are from the ωB97M-V functional and the def2-TZVPD basis.

Last column: natural (NBO) charge in e.
CARTESIAN COORDINATES (ANGSTROEM)
C: 3.61026 -1.19286 0.80649  -0.632
C: 2.24782 -1.83261 0.79600  -0.006
C: 2.00802 -3.06027 0.17543  -0.221
C: 0.72754 -3.55879 0.07811  -0.188
C: -0.34959 -2.86074 0.62178  -0.229
C: -0.12378 -1.66168 1.25767  -0.209
C: 1.18247 -1.17473 1.38332  -0.219
H: 4.39834 -1.77718 1.28328  0.221
H: 3.59218 -0.24136 1.34150  0.214
H: 3.90242 -0.97596 -0.22004  0.219
H: 2.84154 -3.60117 -0.25908  0.209
H: 0.55181 -4.49587 -0.41635  0.209
H: -1.28485 -3.36844 0.68102  0.212
H: -0.84783 -1.23116 1.93859  0.213
H: 1.28227 -0.17898 1.80416  0.206
C: -0.90901 2.67073 -0.01988  -0.628
C: -1.84095 3.49801 -0.93275  -0.508
C: -3.04570 2.65843 -1.29398  0.684
N: -2.81597 1.73202 -2.28419  -0.837
O: -4.12935 2.77658 -0.75797  -0.604
H: -1.00406 3.03901 1.00393  0.219
H: 0.16720 2.66544 -0.18749  0.218
H: -1.24528 1.65266 0.17487  0.215
H: -2.11231 4.38910 -0.39174  0.238
H: -1.35178 3.67390 -1.88397  0.217
H: -3.57790 1.08189 -2.39124  0.398
H: -1.87351 1.37400 -2.30746  0.387

Its SMILES is Cc1ccccc1.CCC(N)=O. The value obtained for the HOMO energy is -9.242 eV.

---

3.
Here is a 10-piece molecular cluster, C20H50Cl10O5S5 overall at a distorted geometry from the OMol25 dataset. Energies are from the ωB97M-V functional and the def2-TZVPD basis.

Last column: Mulliken charge in e.
CARTESIAN COORDINATES (ANGSTROEM)
C: -7.56632 -0.71435 -3.32195  -1.018
S: -6.24428 0.02801 -2.23509  0.672
O: -7.04770 0.40721 -1.04571  -0.663
C: -5.41022 -1.53500 -1.83916  -1.051
H: -8.23241 0.12934 -3.48424  0.352
H: -8.04934 -1.51257 -2.74021  0.284
H: -7.20362 -1.09829 -4.26944  0.347
H: -4.91336 -1.93886 -2.72593  0.469
H: -6.13002 -2.24772 -1.43487  0.469
H: -4.66687 -1.46135 -1.06313  0.160
C: 4.88094 0.48359 0.90564  -0.229
S: 4.82770 2.27622 0.66773  0.609
O: 3.50507 2.81362 1.01724  -0.559
C: 6.07134 2.81402 1.97817  -1.071
H: 5.91991 0.13066 0.90823  0.620
H: 4.23617 0.02568 0.19600  -0.381
H: 4.50276 0.21176 1.86799  0.041
H: 6.28090 3.81887 1.62099  0.358
H: 6.95139 2.16690 2.06643  0.365
H: 5.53439 2.83971 2.90568  0.276
C: 0.74011 -0.38247 5.12084  -1.027
S: 2.51240 -0.66623 4.89612  0.369
O: 2.78022 -0.36267 3.51091  -0.356
C: 2.92262 0.76498 5.85298  -1.077
H: 0.39084 -0.62268 6.12429  0.428
H: 0.14902 -1.07109 4.46619  0.286
H: 0.43969 0.61222 4.74836  0.318
H: 3.92640 0.86013 6.20025  0.367
H: 2.25937 0.76636 6.70153  0.395
H: 2.80583 1.74269 5.36775  0.322
C: -2.79884 -3.98923 0.90741  -0.621
S: -2.55161 -3.88202 -0.91236  0.373
O: -2.05380 -2.52349 -1.15179  -0.456
C: -1.08171 -5.03072 -0.97361  -0.973
H: -2.80605 -4.98014 1.32796  0.460
H: -3.64115 -3.37491 1.15536  0.024
H: -1.90135 -3.55726 1.38042  0.188
H: -0.44964 -4.79179 -1.81498  0.370
H: -1.44302 -6.05076 -1.03832  0.433
H: -0.48739 -4.94208 -0.06269  0.181
C: 0.62677 0.47071 1.22404  -0.710
S: 1.09115 1.07960 -0.41620  0.489
O: 2.27604 0.25738 -0.68037  -0.568
C: -0.31370 0.30438 -1.21340  -0.397
H: 0.65798 -0.61211 1.11214  0.017
H: -0.33868 0.86355 1.54998  0.356
H: 1.44611 0.66712 1.93241  0.152
H: -0.49523 0.69678 -2.20276  0.399
H: -1.27232 0.59159 -0.70197  -0.178
H: -0.27194 -0.75472 -1.23186  0.255
Cl: 3.92171 -4.49301 2.33400  -0.211
C: 3.89673 -3.05217 1.26166  -0.346
C: 2.44756 -2.63205 1.00116  0.814
Cl: 1.64008 -3.73731 -0.17887  -0.235
H: 4.36560 -3.31321 0.35729  0.387
H: 4.45900 -2.21414 1.65177  0.215
H: 2.42954 -1.62125 0.50983  -0.901
H: 1.96444 -2.56096 1.98934  0.319
Cl: 1.18919 2.87231 -3.75054  -0.216
C: 2.83730 2.96252 -3.00708  0.111
C: 3.06525 4.26510 -2.28974  -0.261
Cl: 2.96582 5.68193 -3.40243  -0.212
H: 3.60469 2.80942 -3.77877  0.398
H: 2.90896 2.16741 -2.27060  -0.294
H: 4.07580 4.17613 -1.89421  0.217
H: 2.31262 4.43730 -1.48092  0.276
Cl: -4.08183 5.20761 -1.33111  -0.190
C: -2.51290 4.55524 -1.82174  -0.305
C: -2.63052 3.34005 -2.71860  -0.165
Cl: -3.52593 1.99537 -2.02102  -0.026
H: -1.90011 4.20933 -0.95138  0.166
H: -1.96805 5.33418 -2.37662  0.344
H: -1.57144 3.02739 -2.94437  -0.186
H: -3.06628 3.69947 -3.65528  0.367
Cl: 4.97658 -2.68597 -3.27453  -0.229
C: 3.48666 -1.78288 -2.72361  0.690
C: 2.63027 -1.26786 -3.87278  -0.091
Cl: 3.46507 -0.02739 -4.87364  -0.213
H: 3.75786 -0.90326 -2.13892  -0.173
H: 2.87114 -2.47628 -2.10746  -0.260
H: 1.70235 -0.73485 -3.51966  -0.093
H: 2.31462 -2.07926 -4.55638  0.454
Cl: -5.12614 -1.39679 2.67045  -0.223
C: -5.82415 0.07053 1.95486  0.154
C: -4.99582 1.36069 2.23499  -0.659
Cl: -3.45995 1.29599 1.38008  -0.050
H: -6.82680 0.20023 2.35059  0.380
H: -5.87211 -0.14294 0.86513  -0.290
H: -4.81859 1.44214 3.29634  0.348
H: -5.47276 2.29069 1.92979  0.313

The value obtained for the HOMO energy is -8.882 eV.

---

4.
Here is a 8-piece molecular cluster, C16H40FN9O15P overall from the OMol25 dataset. Energies are from the ωB97M-V functional and the def2-TZVPD basis.

Last column: Mulliken charge in e.
CARTESIAN COORDINATES (ANGSTROEM)
C: 0.33661 -5.77304 4.22674  -1.019
P: -0.21379 -4.21313 3.40750  0.109
C: -1.80081 -4.76878 2.66201  -1.236
C: 0.94534 -4.22655 1.89983  -0.697
N: 0.25382 -4.41278 0.61164  0.286
C: 0.47389 -3.52402 -0.27901  -1.087
C: 1.38217 -2.46244 0.20238  0.507
C: 2.62064 -2.13098 -0.67935  -1.743
C: 2.96697 -3.02854 -1.85886  0.461
O: 1.87646 -3.15463 -2.77034  -0.576
C: 3.50126 -4.41713 -1.50316  -1.155
N: 3.07075 -4.92581 -0.18607  -0.338
C: 1.69071 -2.89591 1.64554  0.218
F: 1.26619 -1.89188 2.50905  -0.457
H: 0.71482 -5.52462 5.21578  0.334
H: 1.11535 -6.30890 3.68455  0.335
H: -0.50741 -6.45128 4.35094  0.345
H: -1.77512 -5.57106 1.92179  0.374
H: -2.38410 -5.14389 3.50346  0.418
H: -2.33401 -3.90978 2.25511  0.333
H: 1.66578 -5.03775 1.98899  0.539
H: -0.36445 -5.19889 0.45499  0.349
H: -0.00903 -3.58613 -1.24313  0.561
H: 0.79168 -1.54090 0.27220  0.789
H: 2.46941 -1.13215 -1.08874  0.327
H: 3.48636 -2.06278 -0.01934  0.612
H: 3.78111 -2.51057 -2.37673  0.429
H: 1.23547 -2.44945 -2.60759  0.402
H: 4.58874 -4.36666 -1.53015  0.354
H: 3.20345 -5.09513 -2.30378  0.329
H: 2.50055 -5.75533 -0.30510  0.236
H: 3.88189 -5.22946 0.33870  0.252
H: 2.76054 -3.01703 1.79781  0.496
C: -1.81844 -0.88060 -3.97169  -0.783
N: -1.10934 -0.46069 -2.73284  0.869
O: -0.08121 -1.05960 -2.42079  -0.669
O: -1.56451 0.45874 -2.10519  -0.472
H: -1.27955 -1.71357 -4.40601  0.307
H: -2.83253 -1.14272 -3.68380  0.314
H: -1.83266 -0.01049 -4.62515  0.278
C: -2.21650 4.37416 -3.35620  -0.789
N: -2.64017 3.07185 -3.93551  0.923
O: -1.80764 2.41326 -4.53023  -0.554
O: -3.79706 2.73437 -3.77630  -0.495
H: -1.16214 4.50089 -3.56458  0.268
H: -2.82059 5.14624 -3.82405  0.316
H: -2.41676 4.33535 -2.29052  0.352
C: -6.68610 1.69966 -3.81766  -0.683
N: -7.96243 1.86849 -4.56787  0.877
O: -8.52647 2.94001 -4.49782  -0.517
O: -8.34895 0.90653 -5.20215  -0.531
H: -6.46321 2.62578 -3.30380  0.300
H: -6.83767 0.87307 -3.12958  0.281
H: -5.91492 1.45295 -4.53949  0.280
C: 0.58068 4.32115 0.53975  -0.126
N: 0.02327 5.49048 -0.18822  0.958
O: 0.64646 6.53059 -0.18080  -0.531
O: -1.04315 5.32301 -0.75514  -0.584
H: 1.52338 4.61782 0.97755  -0.059
H: -0.15314 4.03868 1.28829  0.128
H: 0.70627 3.52318 -0.18662  0.249
C: 4.04739 -1.36480 4.05667  -0.495
N: 5.30466 -1.06302 3.31876  0.906
O: 5.98996 -0.13947 3.68445  -0.527
O: 5.53860 -1.78962 2.36447  -0.546
H: 3.92231 -0.66204 4.87160  0.350
H: 3.24862 -1.28332 3.32878  0.109
H: 4.13288 -2.38760 4.41256  0.260
C: 3.98079 7.27031 1.08109  -0.731
N: 3.63907 5.89719 1.54317  0.830
O: 2.91712 5.78301 2.51343  -0.500
O: 4.09078 4.96656 0.90334  -0.510
H: 3.49253 7.97540 1.74181  0.306
H: 5.06276 7.35811 1.11076  0.298
H: 3.62216 7.35520 0.05981  0.278
C: -4.41146 3.57189 2.46888  -0.719
N: -2.95246 3.84537 2.58888  0.828
O: -2.57829 4.57904 3.47544  -0.519
O: -2.22390 3.31102 1.76959  -0.479
H: -4.92026 4.11445 3.25591  0.308
H: -4.71576 3.90306 1.48057  0.279
H: -4.54370 2.49804 2.55881  0.277

The total charge is +1. The value obtained for the HOMO energy is -12.203 eV.

---

5.
Here is a 2-piece molecular cluster, C20H15Cl2N3O3 overall at a distorted geometry from the OMol25 dataset. Energies are from the ωB97M-V functional and the def2-TZVPD basis.

Last column: natural (NBO) charge in e.
CARTESIAN COORDINATES (ANGSTROEM)
N: -1.39708 -0.87647 2.71425  -0.272
C: -0.46903 -0.25229 2.36348  0.275
C: 0.68019 0.49866 2.02094  -0.104
C: 0.67617 1.86639 2.12161  -0.176
C: -0.54763 2.59141 2.04603  0.261
N: -1.54639 3.20019 1.96774  -0.246
C: 1.92975 2.64219 2.11553  0.492
O: 1.94731 3.84287 1.85146  -0.447
C: 3.15315 1.83349 2.37745  -0.097
Cl: 4.53712 2.68132 2.87977  0.115
C: 3.17825 0.49336 2.12459  -0.135
Cl: 4.63220 -0.38919 2.06143  0.105
C: 1.93373 -0.26299 1.83962  0.512
O: 1.93582 -1.40945 1.38021  -0.469
C: -0.28173 0.22315 -0.45586  -0.386
C: -0.50235 -1.12940 -0.59564  0.140
N: -1.72786 -1.68868 -0.61805  -0.382
C: -1.77707 -3.12593 -0.92253  -0.232
C: -3.18163 -3.69801 -0.86360  -0.079
O: -4.00487 -3.02938 0.09473  -0.511
C: -4.18216 -1.65601 -0.25241  -0.073
C: -2.86679 -0.88394 -0.20571  -0.254
C: 0.86693 0.89008 -1.05256  -0.058
C: 0.79596 2.27577 -1.32524  -0.183
C: 1.84039 2.91241 -1.98035  -0.213
C: 2.96517 2.18379 -2.39131  -0.237
C: 3.06311 0.81905 -2.08830  -0.188
C: 2.03808 0.17915 -1.39713  -0.251
H: -1.10674 0.86893 -0.12829  0.222
H: 0.33618 -1.81357 -0.74589  0.214
H: -1.37162 -3.27810 -1.93248  0.201
H: -1.12457 -3.65804 -0.21183  0.203
H: -3.62858 -3.63165 -1.87494  0.165
H: -3.14835 -4.73594 -0.51087  0.209
H: -4.61856 -1.55017 -1.26662  0.163
H: -4.87099 -1.26893 0.50895  0.211
H: -2.71560 -0.51701 0.82061  0.225
H: -2.95926 -0.01328 -0.86823  0.205
H: -0.09785 2.82344 -1.01084  0.212
H: 1.77040 3.98437 -2.16824  0.220
H: 3.76708 2.68295 -2.93616  0.217
H: 3.94739 0.24490 -2.37454  0.215
H: 2.13232 -0.86941 -1.11079  0.214

Its SMILES is N#CC1=C(C#N)C(=O)C(Cl)=C(Cl)C1=O.C(=C\N1CCOCC1)/c1ccccc1. The value obtained for the HOMO energy is -7.501 eV.

---

6.
Here is one molecule with the formula C6H12O from the OMol25 dataset. Energies are from the ωB97M-V functional and the def2-TZVPD basis.

Last column: natural (NBO) charge in e.
CARTESIAN COORDINATES (ANGSTROEM)
C: 1.61130 0.87606 0.56397  -0.639
C: 0.72605 -0.28312 0.12818  0.222
C: 1.39826 -1.25870 -0.83318  -0.635
O: -0.08975 -1.00324 1.06416  -0.505
C: -0.73659 -0.07468 0.19453  0.210
C: -1.33194 1.07548 0.98989  -0.631
C: -1.63033 -0.53499 -0.93372  -0.629
H: 2.67794 0.65160 0.47080  0.213
H: 1.40412 1.21256 1.58117  0.225
H: 1.39043 1.71206 -0.11287  0.216
H: 0.78880 -1.53338 -1.69545  0.212
H: 1.60312 -2.17776 -0.27186  0.233
H: 2.35276 -0.87658 -1.20136  0.209
H: -1.41898 2.00161 0.41184  0.211
H: -2.33648 0.78031 1.31726  0.217
H: -0.74525 1.26723 1.89081  0.223
H: -2.60625 -0.88038 -0.57749  0.216
H: -1.17663 -1.31895 -1.54211  0.216
H: -1.79674 0.33540 -1.58215  0.215

Its SMILES is CC1(C)OC1(C)C. The value obtained for the HOMO energy is -9.885 eV.